19
Properties=species:S:1:pos:R:3 method="wB97M-V/def2-TZVPD" smiles=C[C@H]1CO[C@@H](C)C1 orbital_gap_ev=10.832 energy_ev=-8463.4016 homo_ha=-0.3546 max_force_ha_per_bohr=0.02231 e_lumo_ev=1.2 de_lowest_kcal_mol=22.0
C 1.41 -0.24 -1.97
C 1.05 0.06 -0.52
C 0.51 1.48 -0.26
O -0.69 1.33 0.58
C -0.61 0.05 1.19
C -1.94 -0.50 1.77
C -0.19 -0.72 -0.07
H 2.22 0.39 -2.33
H 0.54 -0.08 -2.62
H 1.72 -1.29 -2.10
H 1.92 -0.13 0.12
H 1.23 2.13 0.26
H 0.30 1.98 -1.23
H 0.13 0.10 2.01
H -2.48 0.31 2.25
H -1.80 -1.29 2.53
H -2.59 -0.95 0.99
H -0.99 -0.34 -0.69
H -0.18 -1.81 -0.13